# 1
Computed, not measured: a single C4H3NO molecule at a distorted geometry, with the ωB97M-V functional and the def2-TZVPD basis.

Properties
Energy above the lowest of the compared OMol25 structures with the same formula, charge and spin (kcal/mol): 80.78
Max |F| (eV Å⁻¹): 3.9
SMILES: C#C[C@H](O)C#N
Kohn-Sham gap (eV): 10.394

Geometry (Å):
1 O -1.125 1.126 -0.642
2 C -0.471 0.002 -0.134
3 C 0.997 0.110 -0.124
4 C 2.199 0.222 -0.180
5 C -1.127 -0.866 0.818
6 N -1.681 -1.774 1.288
7 H -1.156 1.877 -0.026
8 H -1.001 -1.065 -0.617
9 H 3.271 0.291 -0.238

Forces on the atoms, in the same order (eV/Å):
-0.3 -0.2 0.2
-0.7 -1.9 -1.2
0.2 -0.4 -0.1
-0.8 -0.1 0.1
-0.7 -0.3 2.5
0.3 0.8 0.3
0.2 -0.5 0.1
2.2 2.7 -1.9
-0.5 0.0 0.1

---

# 2
Computed, not measured: 11 unconnected molecules or ions with the total composition C46H116F9N8O16S3 at a distorted geometry, with the ωB97M-V functional and the def2-TZVPD basis.

Properties
Total charge: +5
Max |F| (eV Å⁻¹): 2.7
Kohn-Sham gap (eV): 8.121

Geometry (Å):
1 C 1.338 1.855 -5.723
2 C 1.767 2.383 -4.389
3 C 3.235 2.786 -4.265
4 O 3.488 3.256 -2.957
5 C 4.653 4.071 -2.901
6 N 0.934 3.614 -3.984
7 H 1.231 4.506 -4.378
8 H -0.027 3.403 -4.250
9 H 0.919 3.647 -2.956
10 H 1.804 0.909 -5.999
11 H 1.526 2.495 -6.589
12 H 0.277 1.600 -5.795
13 H 1.623 1.778 -3.492
14 H 3.484 3.488 -5.071
15 H 3.898 1.928 -4.415
16 H 4.656 4.955 -3.546
17 H 5.530 3.464 -3.138
18 H 4.748 4.487 -1.899
19 C -5.590 5.431 -1.345
20 C -4.426 4.536 -1.760
21 C -3.138 5.253 -2.088
22 O -2.713 6.055 -1.049
23 C -1.539 6.782 -1.379
24 N -4.215 3.626 -0.566
25 H -3.482 2.897 -0.605
26 H -3.779 4.207 0.163
27 H -5.029 3.223 -0.097
28 H -5.481 5.902 -0.366
29 H -6.523 4.867 -1.272
30 H -5.784 6.248 -2.039
31 H -4.794 3.888 -2.554
32 H -3.267 5.782 -3.041
33 H -2.444 4.434 -2.360
34 H -1.662 7.360 -2.296
35 H -0.788 5.999 -1.575
36 H -1.157 7.342 -0.533
37 C 6.027 -1.779 -5.235
38 C 6.310 -2.467 -3.900
39 C 5.928 -1.609 -2.704
40 O 4.541 -1.472 -2.638
41 C 4.145 -0.656 -1.537
42 N 5.389 -3.684 -3.903
43 H 5.512 -4.221 -4.760
44 H 5.580 -4.232 -3.069
45 H 4.423 -3.306 -3.904
46 H 4.971 -1.693 -5.496
47 H 6.634 -2.145 -6.062
48 H 6.318 -0.727 -5.158
49 H 7.325 -2.847 -3.813
50 H 6.535 -0.699 -2.726
51 H 6.240 -2.190 -1.817
52 H 3.065 -0.673 -1.432
53 H 4.542 0.347 -1.724
54 H 4.606 -0.985 -0.597
55 C -5.719 -0.326 -5.070
56 N -4.537 -0.194 -4.149
57 C -3.461 -1.233 -4.380
58 C -3.946 1.163 -4.431
59 C -4.876 -0.239 -2.654
60 C -5.861 -1.297 -2.235
61 O -5.531 -2.582 -2.719
62 H -5.488 0.113 -6.037
63 H -6.533 0.215 -4.595
64 H -5.909 -1.390 -5.182
65 H -2.531 -0.896 -3.941
66 H -3.411 -1.230 -5.475
67 H -3.832 -2.239 -4.210
68 H -3.389 1.178 -5.363
69 H -3.360 1.436 -3.552
70 H -4.792 1.848 -4.457
71 H -5.176 0.731 -2.258
72 H -3.907 -0.459 -2.202
73 H -6.905 -1.126 -2.512
74 H -5.837 -1.189 -1.141
75 H -6.328 -3.111 -2.824
76 C -2.195 4.012 5.506
77 N -2.525 2.536 5.648
78 C -2.425 2.107 7.110
79 C -3.951 2.425 5.173
80 C -1.671 1.642 4.782
81 C -0.214 1.523 5.178
82 O 0.449 2.764 4.945
83 H -2.985 4.618 5.950
84 H -2.032 4.158 4.446
85 H -1.386 4.178 6.215
86 H -2.501 1.027 7.188
87 H -3.308 2.547 7.567
88 H -1.498 2.521 7.490
89 H -4.587 2.973 5.863
90 H -4.174 1.359 5.209
91 H -4.043 2.809 4.162
92 H -1.802 2.001 3.758
93 H -2.108 0.642 4.704
94 H 0.209 0.632 4.711
95 H -0.089 1.311 6.245
96 H 1.307 2.545 4.570
97 C 1.868 6.439 2.122
98 N 1.587 6.703 3.584
99 C 2.511 5.890 4.433
100 C 2.074 8.142 3.854
101 C 0.117 6.537 3.892
102 C -0.233 6.978 5.290
103 O 0.398 6.196 6.304
104 H 1.322 7.188 1.550
105 H 1.542 5.428 1.889
106 H 2.922 6.628 1.941
107 H 2.598 6.246 5.454
108 H 3.527 5.968 4.048
109 H 2.157 4.862 4.412
110 H 1.394 8.783 3.295
111 H 3.025 8.182 3.330
112 H 2.141 8.353 4.913
113 H -0.146 5.498 3.692
114 H -0.405 7.186 3.189
115 H -1.312 6.978 5.471
116 H -0.010 8.029 5.506
117 H -0.240 6.150 7.022
118 C 5.096 -4.921 3.643
119 N 4.845 -4.012 2.440
120 C 3.985 -2.885 2.891
121 C 6.210 -3.562 2.040
122 C 4.377 -4.974 1.367
123 C 3.942 -4.241 0.110
124 O 2.692 -3.625 0.348
125 H 5.605 -4.408 4.456
126 H 5.710 -5.760 3.331
127 H 4.100 -5.200 3.981
128 H 3.028 -3.324 3.156
129 H 3.806 -2.226 2.041
130 H 4.444 -2.228 3.626
131 H 6.706 -3.116 2.903
132 H 6.315 -2.769 1.299
133 H 6.817 -4.389 1.679
134 H 3.478 -5.505 1.681
135 H 5.160 -5.699 1.168
136 H 3.803 -4.953 -0.712
137 H 4.711 -3.540 -0.245
138 H 2.324 -3.397 -0.547
139 C 0.598 -9.008 -1.446
140 C 0.432 -7.501 -1.719
141 C -0.340 -6.935 -0.522
142 C -0.434 -5.415 -0.591
143 N -1.324 -4.838 0.500
144 C -2.781 -5.117 0.223
145 C -3.213 -4.008 -0.762
146 C -2.087 -2.963 -0.795
147 C -1.297 -3.322 0.458
148 C -1.046 -5.295 1.918
149 C 0.351 -4.943 2.411
150 C 0.431 -4.921 3.948
151 H 1.267 -9.443 -2.191
152 H -0.374 -9.491 -1.513
153 H 1.129 -9.186 -0.510
154 H -0.039 -7.408 -2.693
155 H 1.432 -7.060 -1.648
156 H 0.165 -7.194 0.413
157 H -1.280 -7.491 -0.479
158 H -0.883 -5.102 -1.530
159 H 0.571 -5.039 -0.407
160 H -3.243 -4.982 1.200
161 H -3.047 -6.126 -0.081
162 H -4.106 -3.557 -0.330
163 H -3.477 -4.374 -1.753
164 H -2.518 -1.963 -0.728
165 H -1.426 -2.899 -1.661
166 H -1.850 -2.932 1.312
167 H -0.254 -3.031 0.358
168 H -1.123 -6.379 1.992
169 H -1.788 -4.805 2.541
170 H 0.696 -3.974 2.044
171 H 1.118 -5.625 2.034
172 H 1.423 -4.536 4.205
173 H 0.369 -5.941 4.325
174 H -0.251 -4.240 4.452
175 C -0.096 0.310 0.305
176 F 0.137 -0.464 -0.758
177 F -1.121 -0.281 0.924
178 F 0.976 0.366 1.083
179 S -0.595 2.033 -0.319
180 O 0.443 2.401 -1.277
181 O -1.861 1.811 -1.024
182 O -0.699 2.859 0.864
183 C 0.880 -1.647 -4.019
184 F 1.846 -0.703 -4.034
185 F -0.135 -1.212 -3.272
186 F 0.510 -1.774 -5.294
187 S 1.484 -3.312 -3.361
188 O 0.310 -4.110 -3.593
189 O 2.629 -3.617 -4.201
190 O 1.745 -3.063 -1.948
191 C -4.411 0.372 1.482
192 F -3.728 1.147 2.350
193 F -5.470 1.030 0.997
194 F -3.615 0.076 0.454
195 S -4.840 -1.228 2.339
196 O -5.029 -2.123 1.206
197 O -3.640 -1.461 3.128
198 O -6.021 -0.922 3.100

Forces on the atoms, in the same order (eV/Å):
-0.5 -0.7 -0.9
1.0 0.7 1.3
0.4 -0.4 -0.4
-0.6 0.9 -0.4
0.5 0.1 0.3
-0.3 -0.7 0.2
0.1 0.0 -0.1
-0.1 0.3 -0.2
0.2 0.1 0.1
0.4 0.1 0.4
0.2 0.4 0.3
-0.1 0.2 0.4
-0.5 -0.7 -0.5
0.1 0.4 0.3
-0.3 -0.3 -0.4
-0.4 -0.3 -0.4
0.1 0.1 0.0
-0.1 -0.4 0.2
-0.6 0.4 0.2
-1.6 0.2 1.0
0.0 -1.2 -1.3
-0.4 0.4 0.6
0.7 -1.5 -0.4
1.5 0.2 1.5
0.1 -0.5 -0.9
-0.2 0.3 0.0
-0.4 0.0 -0.5
0.5 0.0 0.0
0.1 -0.1 -0.2
0.2 -0.1 -0.2
0.5 0.1 -0.3
-0.3 0.3 0.2
0.5 0.2 0.4
-0.1 0.3 0.2
0.3 0.3 -0.2
-0.5 0.3 0.0
0.7 1.3 0.0
-1.2 0.0 -1.2
0.7 -1.4 0.6
-0.2 0.3 0.0
0.6 0.3 -0.2
0.6 1.0 0.2
0.0 -0.3 0.1
-0.4 -0.4 -0.2
-0.4 -0.6 0.2
-0.1 -0.6 0.1
-0.3 -0.4 0.0
0.2 -0.1 0.1
0.1 0.3 0.0
-0.4 0.3 0.0
0.2 0.3 0.2
0.0 0.0 -0.2
-0.4 0.2 0.1
0.0 -0.3 0.0
0.3 -0.6 0.5
0.6 0.8 0.6
-1.1 0.3 -2.4
-0.6 -0.1 1.1
0.4 -0.6 -0.5
-1.0 -0.1 0.4
0.7 0.1 0.0
0.1 0.0 0.0
-0.2 -0.2 -0.2
-0.4 0.1 0.0
0.0 -0.3 0.3
0.7 0.1 0.0
0.1 0.2 1.0
0.0 -0.1 0.0
0.5 0.0 -0.3
0.1 0.1 -0.3
-0.3 0.1 -0.4
0.0 0.0 0.1
0.1 0.7 -0.1
0.0 -0.6 0.1
-0.1 0.0 0.2
0.3 -1.0 1.4
-0.6 0.1 0.2
-0.8 0.7 -0.9
0.3 -1.0 0.5
0.0 -0.2 -0.7
-0.4 0.3 1.0
0.4 -0.4 -0.6
-0.5 -0.3 -0.5
0.3 0.5 0.1
0.7 0.2 -0.9
0.2 0.0 -0.1
0.3 0.1 0.4
0.0 -0.2 0.3
0.0 0.0 -0.1
-0.4 0.1 -0.2
0.1 0.0 0.0
0.4 0.3 0.0
-0.3 0.1 0.6
0.1 0.4 -0.6
-0.4 -0.1 0.0
0.1 0.2 0.1
-0.5 0.3 0.6
1.3 1.4 0.5
0.2 -0.9 0.0
-0.7 -0.6 -1.5
0.4 0.3 0.1
-0.4 0.5 1.3
-0.3 -0.2 -0.5
-0.2 -0.2 0.0
0.1 0.0 -0.1
0.1 -0.4 0.0
-0.7 0.0 0.0
-0.2 -0.1 -0.4
0.1 0.0 0.1
0.0 0.3 0.4
0.2 0.2 0.5
0.0 0.0 0.0
0.1 -0.1 0.1
0.0 -0.1 0.0
-0.1 -0.4 -0.6
0.3 0.1 -0.6
0.3 0.0 0.3
-0.6 0.3 0.1
2.3 -1.2 0.9
-0.7 0.3 -1.6
1.2 1.1 0.2
-1.5 0.9 -0.9
-0.4 -0.1 -0.5
0.4 0.2 -0.1
0.0 0.3 -0.2
-0.2 -0.1 0.0
0.2 -0.4 0.1
0.0 0.2 0.4
-0.1 -0.3 -0.2
0.3 -0.8 0.5
-0.1 -0.3 0.2
-1.0 -0.1 -0.2
-0.2 -0.2 0.2
0.2 0.0 0.5
0.2 0.2 0.2
0.3 -0.3 0.2
0.0 0.2 0.2
0.1 0.0 0.5
0.7 0.3 -0.7
0.7 -1.0 1.6
-0.4 0.0 -0.3
-0.7 -0.9 0.9
-0.5 -0.2 0.5
-0.4 0.7 -0.1
-0.4 -0.2 -0.2
-0.1 0.3 0.3
0.1 0.0 -1.0
1.2 -0.1 -0.2
0.3 0.8 0.3
0.8 -0.1 -0.5
-0.3 -0.1 -0.2
0.1 -0.3 0.3
-0.5 -0.1 0.3
0.0 0.7 0.1
0.0 0.2 -0.7
0.3 -0.2 -0.2
-0.3 0.5 0.0
0.4 0.3 -0.1
-0.1 0.5 -0.4
-0.3 0.2 -0.2
0.7 -0.1 -0.2
0.0 0.1 -0.2
0.1 -0.2 0.1
0.1 0.0 0.4
-0.2 -0.7 -0.2
0.4 -0.1 0.3
-0.1 0.3 0.5
-0.6 0.0 -0.2
-0.1 -0.1 0.0
-0.3 0.1 -0.1
-0.2 -0.3 -0.1
0.1 -0.2 0.2
-0.2 0.1 0.3
-0.4 -0.2 -0.2
-1.2 0.4 -1.1
0.7 0.1 -0.1
0.5 0.5 0.7
0.0 -0.1 0.1
-0.1 0.0 -0.7
0.3 0.0 0.4
-0.3 0.0 0.4
0.1 -0.2 0.0
1.1 -0.8 -0.2
0.0 0.0 0.5
-0.2 0.2 -0.3
-0.5 -0.1 0.3
-1.3 0.2 -0.8
0.2 -0.1 0.1
0.3 0.3 0.6
0.3 0.4 -0.5
0.0 -2.0 0.9
-0.1 0.8 -0.5
0.1 0.7 0.0
0.2 0.7 -0.5
-0.7 -0.5 0.3
0.3 0.3 0.2
0.2 0.1 -0.4
0.3 0.3 -0.2

---

# 3
Computed, not measured: a molecular structure, C10H21AlClI2N3OP2 at a distorted geometry, with the ωB97M-V functional and the def2-TZVPD basis.

Properties
Energy above the lowest of the compared OMol25 structures with the same formula, charge and spin (kcal/mol): 0.00
Total charge: +2
Max |F| (eV Å⁻¹): 7.3
Kohn-Sham gap (eV): 5.566

Geometry (Å):
1 I 4.834 1.218 -2.935
2 I 3.884 -1.310 -2.591
3 Al -1.113 -0.279 -0.992
4 P -1.239 -0.118 -3.309
5 C 0.282 -0.048 -4.306
6 C -2.335 -1.273 -4.196
7 H -2.774 1.706 -2.751
8 H -2.522 1.530 -4.528
9 H -1.271 2.306 -3.505
10 C -2.034 1.519 -3.544
11 H -3.192 -1.542 -3.565
12 H -2.674 -0.807 -5.135
13 H 0.004 -0.076 -5.371
14 H 0.925 -0.908 -4.067
15 H -1.784 -2.192 -4.431
16 H 0.863 0.858 -4.085
17 C 0.601 0.914 -1.342
18 O 1.553 1.554 -1.571
19 Cl -3.134 -0.542 -0.340
20 C 1.860 -1.038 3.317
21 N 1.922 0.387 2.910
22 C 1.015 1.152 3.807
23 N -0.398 0.710 3.738
24 C -0.461 -0.719 4.112
25 N 0.467 -1.550 3.279
26 C -0.007 -1.699 1.911
27 P -0.123 -0.029 1.134
28 C 1.573 0.585 1.495
29 C -0.974 1.021 2.416
30 H 2.242 -1.103 4.354
31 H 2.480 -1.659 2.655
32 H 1.058 2.213 3.521
33 H 1.362 1.011 4.840
34 H -1.484 -1.110 3.978
35 H -0.122 -0.786 5.166
36 H 0.704 -2.320 1.343
37 H -0.998 -2.174 1.922
38 H 1.618 1.661 1.254
39 H 2.280 0.032 0.865
40 H -2.047 0.810 2.383
41 H -0.838 2.093 2.163

Forces on the atoms, in the same order (eV/Å):
-0.3 -0.7 0.1
0.2 0.7 0.0
-1.3 -0.1 0.9
-0.6 -0.1 -2.1
0.3 -0.2 0.3
0.0 -0.4 0.4
0.1 0.0 -0.4
0.1 0.0 0.3
-0.2 -0.1 -0.1
0.1 0.1 0.6
0.1 0.1 -0.2
0.1 -0.1 0.4
0.1 0.1 0.4
-0.2 0.2 -0.2
-0.1 0.2 0.0
-0.2 -0.2 -0.2
5.5 4.3 -2.1
-4.6 -3.1 1.5
0.8 0.2 -0.4
-0.6 0.3 0.2
-0.8 -0.2 0.0
0.0 0.0 -0.3
0.3 0.0 -0.9
0.7 -0.1 -0.4
0.1 0.2 0.2
-0.1 -0.3 0.9
0.0 -0.4 0.8
0.9 0.1 0.1
-0.5 0.0 0.7
-0.2 0.0 -0.6
-0.1 0.2 0.2
0.1 -0.3 0.2
-0.1 0.2 -0.3
0.4 0.2 0.3
-0.4 -0.1 -0.6
-0.3 0.2 0.1
0.2 0.1 -0.2
0.1 -0.4 0.1
0.1 0.2 0.1
0.1 0.0 0.2
0.1 -0.6 0.2

---

# 4
Computed, not measured: a gas-phase ion, C3H11NOP (charge +1) at a distorted geometry, with the ωB97M-V functional and the def2-TZVPD basis.

Properties
Energy above the lowest of the compared OMol25 structures with the same formula, charge and spin (kcal/mol): 18.21
Total charge: +1
Max |F| (eV Å⁻¹): 5.9
SMILES: COP(C)(C)=[NH2+]
Kohn-Sham gap (eV): 12.432

Geometry (Å):
1 C 1.193 0.869 -1.730
2 C 0.867 0.280 1.475
3 C -1.904 0.031 -0.038
4 N -0.181 -2.131 0.401
5 O 0.634 -0.322 -1.244
6 P -0.159 -0.525 0.150
7 H 1.608 1.439 -0.845
8 H 0.336 1.422 -2.282
9 H 1.985 0.430 -2.390
10 H 1.589 -0.303 1.820
11 H 0.164 0.553 2.301
12 H 1.259 1.124 0.970
13 H -2.301 -0.038 -0.981
14 H -1.987 1.174 0.182
15 H -2.609 -0.418 0.639
16 H -0.960 -2.756 0.585
17 H 0.741 -2.630 0.562

Forces on the atoms, in the same order (eV/Å):
-0.1 1.0 -0.6
-5.4 1.8 -1.7
1.4 2.9 2.8
1.7 -1.1 0.5
-1.8 -1.9 2.4
0.3 -0.4 -0.7
-0.2 -0.2 -1.5
1.9 -0.5 0.7
-0.6 1.4 0.3
3.1 -2.8 1.3
0.7 0.0 -0.6
0.5 1.2 0.1
-0.4 -0.7 -2.6
0.5 -1.9 -0.2
0.1 -0.5 0.5
-0.1 0.6 -0.3
-1.6 1.0 -0.3